(1)
A 11-piece molecular cluster, C44H66O22 overall. Source: OMol25; level of theory: ωB97M-V with the def2-TZVPD basis set.

Positions of all 132 atoms, in Å:
O: 4.759 0.527 8.115
C: 4.223 0.589 7.052
C: 3.762 1.835 6.310
C: 3.372 1.358 4.897
C: 3.271 -0.163 5.109
O: 3.924 -0.505 6.342
H: 3.010 2.410 6.843
H: 4.651 2.470 6.290
H: 2.395 1.731 4.621
H: 4.198 1.615 4.246
H: 2.224 -0.446 5.256
H: 3.672 -0.763 4.300
O: -4.854 4.196 -1.592
C: -4.562 3.040 -1.770
C: -3.831 2.122 -0.822
C: -3.627 0.830 -1.618
C: -4.081 1.165 -3.039
O: -4.686 2.453 -2.991
H: -2.934 2.612 -0.454
H: -4.444 1.885 0.049
H: -2.625 0.416 -1.550
H: -4.313 0.070 -1.243
H: -3.256 1.172 -3.752
H: -4.825 0.458 -3.400
O: 0.002 2.636 -7.340
C: -0.040 1.554 -6.815
C: 0.464 0.242 -7.388
C: 0.477 -0.700 -6.205
C: -0.286 0.056 -5.082
O: -0.616 1.345 -5.618
H: -0.225 -0.111 -8.147
H: 1.466 0.399 -7.772
H: 0.051 -1.683 -6.390
H: 1.476 -0.904 -5.818
H: -1.239 -0.416 -4.857
H: 0.369 0.146 -4.223
O: 5.887 -5.929 -1.046
C: 4.824 -5.433 -1.142
C: 3.811 -5.616 -2.266
C: 2.907 -4.392 -2.141
C: 3.131 -3.960 -0.693
O: 4.422 -4.472 -0.303
H: 4.453 -5.479 -3.146
H: 3.308 -6.550 -2.485
H: 3.266 -3.577 -2.762
H: 1.834 -4.539 -2.223
H: 3.064 -2.883 -0.526
H: 2.394 -4.369 0.008
O: 0.897 -0.978 -1.934
C: 0.370 -1.343 -0.925
C: -0.190 -0.529 0.208
C: -0.762 -1.546 1.156
C: 0.139 -2.744 0.856
O: 0.384 -2.657 -0.566
H: 0.680 0.022 0.597
H: -0.866 0.281 -0.061
H: -0.716 -1.298 2.207
H: -1.780 -1.870 0.945
H: 1.115 -2.771 1.351
H: -0.297 -3.710 1.124
O: -2.427 4.357 1.849
C: -2.163 3.391 2.495
C: -1.240 2.199 2.148
C: -1.896 1.103 2.950
C: -2.601 1.810 4.104
O: -2.907 3.099 3.604
H: -1.267 2.084 1.076
H: -0.271 2.527 2.529
H: -2.492 0.350 2.430
H: -1.100 0.456 3.344
H: -3.450 1.218 4.433
H: -1.920 1.839 4.964
O: -2.164 -2.339 4.153
C: -2.703 -3.386 4.056
C: -2.958 -4.211 2.814
C: -4.053 -5.184 3.264
C: -3.792 -5.294 4.760
O: -3.241 -4.011 5.131
H: -3.200 -3.627 1.928
H: -2.059 -4.775 2.532
H: -5.053 -4.859 2.950
H: -4.056 -6.159 2.762
H: -4.677 -5.422 5.380
H: -3.091 -6.094 5.004
O: -0.556 2.544 -1.006
C: -0.254 3.614 -1.456
C: -0.585 4.940 -0.818
C: 0.336 5.919 -1.556
C: 0.671 5.155 -2.883
O: 0.424 3.758 -2.590
H: -1.610 5.213 -1.070
H: -0.406 4.877 0.246
H: -0.096 6.901 -1.717
H: 1.298 6.035 -1.052
H: 0.064 5.454 -3.737
H: 1.726 5.264 -3.126
O: 5.295 -3.460 -5.341
C: 5.080 -2.631 -4.518
C: 5.994 -2.116 -3.403
C: 5.115 -1.163 -2.581
C: 3.866 -0.924 -3.466
O: 3.909 -1.964 -4.484
H: 6.352 -2.948 -2.802
H: 6.828 -1.622 -3.905
H: 4.753 -1.698 -1.699
H: 5.615 -0.252 -2.263
H: 2.940 -1.049 -2.914
H: 3.874 0.001 -4.045
O: -4.470 -1.032 1.119
C: -5.339 -0.618 1.830
C: -6.797 -0.426 1.484
C: -7.321 0.513 2.580
C: -6.297 0.293 3.704
O: -5.112 -0.244 3.099
H: -6.914 -0.031 0.479
H: -7.279 -1.407 1.491
H: -7.331 1.539 2.228
H: -8.296 0.188 2.933
H: -6.047 1.212 4.231
H: -6.652 -0.416 4.453
O: 2.634 2.347 1.946
C: 3.068 2.634 0.864
C: 3.152 1.796 -0.409
C: 3.598 2.807 -1.498
C: 4.128 3.978 -0.669
O: 3.525 3.884 0.632
H: 3.827 0.960 -0.212
H: 2.169 1.387 -0.645
H: 4.454 2.429 -2.062
H: 2.810 3.044 -2.201
H: 5.209 4.000 -0.542
H: 3.834 4.943 -1.088

Relative energy (zero: lowest compared OMol25 entry of this formula, charge and spin): 0.628 eV
Lowest unoccupied orbital energy: 0.0016 hartree
Gap between HOMO and LUMO: 10.06 eV
HOMO: -10.02 eV
SMILES string: O=C1CCCO1.O=C1CCCO1.O=C1CCCO1.O=C1CCCO1.O=C1CCCO1.O=C1CCCO1.O=C1CCCO1.O=C1CCCO1.O=C1CCCO1.O=C1CCCO1.O=C1CCCO1

=====

(2)
A 11-piece molecular cluster, C44H67F24NO18 overall. Source: OMol25; level of theory: ωB97M-V with the def2-TZVPD basis set.

Positions of all 154 atoms, in Å:
C: -7.350 -1.117 3.761
C: -6.703 -2.207 2.873
O: -5.595 -1.784 2.134
C: -4.304 -1.657 2.595
O: -3.938 -1.894 3.752
C: -3.311 -1.128 1.542
F: -3.795 -1.131 0.274
F: -2.793 0.040 1.891
F: -2.302 -1.974 1.553
H: -8.295 -1.492 4.154
H: -7.440 -0.094 3.395
H: -6.808 -0.962 4.694
H: -7.495 -2.588 2.229
H: -6.436 -3.067 3.488
C: 8.267 0.746 0.030
C: 7.773 -0.266 -1.026
O: 6.380 -0.484 -0.927
C: 5.876 -1.304 0.015
O: 6.471 -1.900 0.895
C: 4.321 -1.452 -0.046
F: 3.675 -1.048 1.079
F: 3.838 -0.764 -1.109
F: 3.999 -2.763 -0.212
H: 7.837 1.730 -0.159
H: 9.355 0.792 0.087
H: 7.931 0.472 1.030
H: 8.296 -1.217 -0.921
H: 8.074 0.079 -2.015
C: -0.652 -1.280 5.493
C: 0.145 -0.255 4.732
O: 1.509 -0.471 4.793
C: 2.420 0.486 4.430
O: 2.105 1.536 3.836
C: 3.885 0.140 4.620
F: 4.066 -1.022 5.220
F: 4.496 0.009 3.493
F: 4.490 1.060 5.343
H: -0.614 -1.106 6.568
H: -0.271 -2.267 5.229
H: -1.679 -1.217 5.135
H: -0.067 0.684 5.244
H: -0.086 -0.232 3.667
C: -2.866 4.083 -1.409
C: -3.172 5.596 -1.665
O: -2.380 6.487 -0.801
C: -2.870 6.762 0.438
O: -3.953 6.382 0.892
C: -1.996 7.700 1.230
F: -2.758 8.567 1.928
F: -1.181 7.014 2.055
F: -1.233 8.400 0.372
H: -1.799 3.890 -1.302
H: -3.227 3.426 -2.201
H: -3.401 3.754 -0.518
H: -4.227 5.827 -1.523
H: -2.854 5.936 -2.651
C: 4.587 -4.075 3.156
C: 3.105 -4.378 3.427
O: 2.530 -4.349 2.125
C: 1.530 -3.485 1.907
O: 1.074 -2.684 2.742
C: 0.888 -3.617 0.549
F: -0.287 -4.339 0.705
F: 0.598 -2.395 0.064
F: 1.671 -4.193 -0.342
H: 5.067 -4.880 2.599
H: 5.145 -4.069 4.092
H: 4.709 -3.090 2.707
H: 2.639 -3.766 4.199
H: 2.925 -5.365 3.853
C: 5.140 2.351 0.927
C: 4.894 3.880 1.010
O: 3.612 4.348 0.619
C: 3.112 4.305 -0.697
O: 3.741 4.009 -1.717
C: 1.590 4.724 -0.685
F: 1.448 5.885 -1.329
F: 0.841 3.789 -1.331
F: 1.146 4.906 0.569
H: 5.237 1.917 -0.069
H: 4.263 1.896 1.387
H: 6.018 2.052 1.499
H: 5.599 4.313 0.299
H: 5.091 4.256 2.013
C: 0.821 3.077 -9.589
C: -0.388 2.802 -8.728
O: -0.118 2.838 -7.341
C: -1.155 2.915 -6.510
O: -2.296 3.009 -6.939
C: -0.824 2.676 -4.970
F: 0.447 2.536 -4.813
F: -1.309 3.708 -4.274
F: -1.454 1.586 -4.555
H: 0.496 2.926 -10.618
H: 1.663 2.395 -9.474
H: 1.153 4.111 -9.500
H: -0.794 1.815 -8.950
H: -1.119 3.556 -9.017
C: -4.487 0.436 6.460
C: -4.466 1.936 6.587
O: -3.909 2.506 5.368
C: -2.508 2.704 5.107
O: -1.667 2.267 5.873
C: -2.137 3.426 3.772
F: -3.231 3.849 3.092
F: -1.436 4.488 4.107
F: -1.367 2.717 3.023
H: -5.301 0.248 5.759
H: -4.693 -0.036 7.422
H: -3.541 0.113 6.027
H: -3.867 2.237 7.446
H: -5.405 2.437 6.822
C: -0.754 -6.705 -3.706
C: -1.726 -5.489 -3.849
N: -2.222 -5.103 -2.558
C: -2.696 -3.709 -2.719
C: -1.492 -2.700 -2.657
C: -3.466 -5.937 -2.250
C: -3.735 -5.844 -0.740
H: -1.234 -7.676 -3.587
H: -0.148 -6.584 -2.808
H: -0.070 -6.776 -4.552
H: -1.161 -4.648 -4.249
H: -2.539 -5.730 -4.534
H: -3.353 -3.634 -3.585
H: -3.366 -3.420 -1.909
H: -1.859 -1.682 -2.529
H: -0.744 -2.874 -1.884
H: -0.833 -2.727 -3.525
H: -3.326 -6.953 -2.619
H: -4.384 -5.558 -2.699
H: -3.105 -6.573 -0.231
H: -4.754 -6.095 -0.446
H: -3.601 -4.843 -0.332
C: 2.088 -2.410 -3.248
C: 2.243 -1.872 -4.645
C: 1.703 -0.541 -5.066
O: 2.977 -2.452 -5.405
H: 2.927 -3.016 -2.906
H: 1.174 -2.999 -3.172
H: 1.943 -1.565 -2.574
H: 2.117 0.323 -4.547
H: 0.615 -0.500 -5.029
H: 1.838 -0.367 -6.134
C: 0.536 0.584 0.789
C: 0.288 0.723 -0.731
C: -1.082 0.999 -1.185
O: 1.226 0.706 -1.516
H: -0.151 -0.110 1.274
H: 0.344 1.551 1.254
H: 1.562 0.327 1.049
H: -1.097 1.792 -1.933
H: -1.594 1.350 -0.289
H: -1.465 0.060 -1.584

Lowest unoccupied orbital energy: 0.0163 hartree
Gap between HOMO and LUMO: 9.31 eV
HOMO: -8.87 eV
SMILES string: CCOC(=O)C(F)(F)F.CCOC(=O)C(F)(F)F.CCOC(=O)C(F)(F)F.CCOC(=O)C(F)(F)F.CCOC(=O)C(F)(F)F.CCOC(=O)C(F)(F)F.CCOC(=O)C(F)(F)F.CCOC(=O)C(F)(F)F.CCN(CC)CC.CC(C)=O.CC(C)=O

=====

(3)
C44H67N2O4P2RbSe4Si as an isolated structure. Source: OMol25; level of theory: ωB97M-V with the def2-TZVPD basis set.

Positions of all 125 atoms, in Å:
Rb: -4.115 0.890 -0.058
C: 0.698 2.091 -1.570
Si: 0.920 0.347 -0.876
C: 1.251 -0.761 -2.420
C: 2.409 -1.526 -2.692
C: 2.571 -2.425 -3.754
C: 1.613 -2.492 -4.691
C: 0.490 -1.712 -4.567
C: 0.269 -0.887 -3.418
P: -1.361 -0.119 -3.036
C: -1.915 0.530 -4.712
C: -1.091 1.846 -4.982
C: -1.953 3.001 -5.384
C: -3.031 2.647 -6.380
C: -3.918 1.483 -5.921
C: -3.461 0.841 -4.641
C: -2.340 -1.799 -2.854
C: -2.526 -2.730 -4.028
C: -3.177 -4.085 -3.618
C: -2.314 -4.818 -2.615
C: -2.135 -3.996 -1.349
C: -1.676 -2.560 -1.596
C: 2.840 0.692 -0.282
C: 3.673 1.171 -1.264
C: 4.942 1.630 -1.021
C: 5.507 1.512 0.236
C: 4.686 1.178 1.305
C: 3.354 0.722 1.059
P: 2.238 0.005 2.320
C: 3.176 0.114 4.000
C: 4.091 -1.037 4.446
C: 3.387 -2.219 5.034
C: 2.438 -1.713 6.171
C: 1.360 -0.780 5.530
C: 2.103 0.460 5.088
C: 2.245 -1.738 1.613
C: 3.555 -2.470 1.228
C: 3.281 -3.632 0.280
C: 2.107 -4.512 0.765
C: 0.871 -3.668 1.099
C: 1.163 -2.614 2.171
H: 1.154 2.275 -2.547
H: 1.293 2.825 -0.983
H: -0.275 2.400 -1.759
H: 3.164 -1.476 -1.988
H: 3.400 -3.098 -3.769
H: 1.711 -3.227 -5.490
H: -0.289 -1.798 -5.369
H: -1.767 -0.201 -5.484
H: -0.338 1.646 -5.744
H: -0.580 2.099 -4.026
H: -1.462 3.795 -5.837
H: -2.427 3.455 -4.479
H: -2.557 2.584 -7.364
H: -3.699 3.485 -6.418
H: -3.903 0.750 -6.804
H: -4.964 1.818 -5.895
H: -4.069 -0.059 -4.460
H: -3.674 1.503 -3.852
H: -3.338 -1.387 -2.494
H: -1.530 -2.956 -4.411
H: -3.084 -2.189 -4.747
H: -3.419 -4.685 -4.550
H: -4.088 -3.817 -3.188
H: -1.286 -4.878 -3.030
H: -2.765 -5.740 -2.386
H: -1.461 -4.550 -0.656
H: -3.085 -3.867 -0.837
H: -0.609 -2.650 -1.858
H: -1.653 -1.865 -0.732
H: 3.341 1.172 -2.302
H: 5.607 1.977 -1.823
H: 6.534 1.884 0.403
H: 5.065 1.217 2.332
H: 3.661 1.079 3.822
H: 4.821 -0.675 5.098
H: 4.737 -1.250 3.628
H: 4.208 -2.913 5.321
H: 2.895 -2.746 4.258
H: 3.020 -1.217 6.976
H: 2.004 -2.606 6.672
H: 0.613 -0.560 6.290
H: 0.991 -1.371 4.689
H: 2.639 1.001 5.963
H: 1.403 1.208 4.744
H: 1.807 -1.514 0.681
H: 4.000 -2.934 2.063
H: 4.243 -1.812 0.713
H: 4.122 -4.334 0.112
H: 3.091 -3.203 -0.731
H: 2.374 -5.082 1.653
H: 1.932 -5.212 -0.034
H: 0.075 -4.311 1.584
H: 0.405 -3.211 0.239
H: 1.392 -3.088 3.154
H: 0.251 -2.027 2.240
Se: -2.765 3.904 -1.609
Se: -4.964 3.721 -2.096
Se: -6.286 3.854 -0.105
Se: -7.286 1.858 0.609
O: -1.481 -0.730 1.586
H: -1.352 -0.108 2.292
H: -0.836 -0.483 0.861
O: -1.549 2.509 1.084
H: -0.801 2.090 0.558
H: -1.942 3.184 0.460
O: 1.548 5.136 3.257
C: 1.224 3.779 3.179
N: -0.191 3.618 3.352
C: -0.864 4.051 4.466
O: -0.143 4.417 5.469
C: -2.279 3.956 4.486
C: -3.043 4.241 3.290
C: -4.421 3.933 3.355
C: -4.984 3.475 4.530
N: -4.276 3.215 5.613
C: -2.979 3.540 5.646
H: 1.256 5.359 4.125
H: 1.786 3.126 3.856
H: 1.407 3.428 2.138
H: -0.740 3.248 2.598
H: -2.494 4.629 2.368
H: -5.013 4.175 2.492
H: -6.021 3.141 4.456
H: -2.363 3.203 6.482

Charge: -2
Relative energy (zero: lowest compared OMol25 entry of this formula, charge and spin): 1.066 eV
Lowest unoccupied orbital energy: 0.1286 hartree
Gap between HOMO and LUMO: 5.22 eV
HOMO: -1.72 eV

=====

The lowest lowest unoccupied orbital energy belongs to which entry?
C44H66O22

=====

Which of these has the highest lowest unoccupied orbital energy?
C44H67N2O4P2RbSe4Si

=====

Which value of HOMO does entry 3 give?
-1.72 eV